Computed, not measured: a molecular structure, C42H48BrClCrF4IN7O3PS in a non-equilibrium geometry, with ωB97M-V with the def2-TZVPD basis set.

Each line ends with the Löwdin spin population.
Atoms and positions in Å:
Cr (1.82, -0.70, 0.56)  3.587
Cl (5.20, 5.19, 1.41)  0.004
C (4.76, 3.52, 1.24)  0.015
C (5.75, 2.57, 1.17)  -0.006
C (5.44, 1.22, 1.02)  0.015
I (6.92, -0.24, 0.83)  0.003
C (4.12, 0.79, 0.92)  -0.002
O (3.73, -0.44, 0.75)  0.021
C (3.11, 1.79, 0.99)  0.012
N (1.84, 1.30, 0.89)  0.026
C (0.83, 2.16, 0.91)  0.034
C (1.03, 3.53, 1.05)  -0.002
C (2.30, 4.05, 1.19)  0.026
C (3.40, 3.17, 1.14)  0.000
H (6.79, 2.88, 1.24)  -0.001
H (-0.15, 1.72, 0.79)  0.002
H (0.18, 4.20, 1.08)  -0.001
H (2.46, 5.11, 1.32)  0.002
N (1.47, -1.06, 2.83)  0.033
C (0.03, -1.31, 2.99)  0.003
C (-0.39, -2.11, 4.24)  0.001
C (0.57, -3.17, 4.79)  0.001
C (0.90, -4.35, 3.86)  0.000
N (-0.28, -4.80, 3.14)  0.000
C (-1.20, -5.65, 3.55)  0.000
N (-1.02, -6.47, 4.59)  0.000
N (-2.36, -5.68, 2.88)  0.000
C (-0.52, -1.87, 1.64)  0.010
O (-1.30, -2.83, 1.63)  0.007
O (-0.10, -1.26, 0.61)  0.036
H (2.01, -1.88, 3.07)  0.003
H (1.78, -0.32, 3.44)  0.003
H (-0.45, -0.33, 3.06)  0.000
H (-1.34, -2.59, 4.00)  0.000
H (-0.59, -1.41, 5.05)  0.000
H (0.10, -3.57, 5.70)  0.000
H (1.51, -2.71, 5.11)  0.000
H (1.34, -5.17, 4.43)  0.000
H (1.63, -4.07, 3.10)  0.000
H (-0.63, -4.12, 2.44)  0.000
H (-0.11, -6.55, 5.02)  0.000
H (-1.70, -7.16, 4.82)  0.000
H (-2.52, -4.98, 2.16)  0.000
H (-3.08, -6.34, 3.08)  0.000
F (4.55, -5.54, -3.80)  0.000
C (3.99, -4.44, -3.35)  0.000
C (3.88, -3.32, -4.16)  0.001
F (4.38, -3.35, -5.38)  0.000
C (3.27, -2.18, -3.67)  0.002
F (3.19, -1.13, -4.48)  0.001
C (2.75, -2.09, -2.38)  0.011
P (1.86, -0.60, -1.80)  0.060
C (2.93, 0.79, -2.26)  0.005
C (4.31, 0.67, -2.27)  0.002
C (5.11, 1.80, -2.44)  0.000
C (4.52, 3.04, -2.59)  0.002
C (3.14, 3.17, -2.57)  0.000
C (2.34, 2.05, -2.40)  0.002
C (0.44, -0.54, -2.94)  0.007
C (0.47, 0.11, -4.18)  0.002
C (-0.62, 0.02, -5.03)  0.000
C (-1.74, -0.72, -4.66)  0.001
C (-1.77, -1.37, -3.44)  0.000
C (-0.69, -1.28, -2.58)  0.001
C (2.86, -3.24, -1.60)  0.009
Br (2.29, -3.27, 0.22)  0.055
C (3.48, -4.39, -2.06)  0.001
F (3.57, -5.46, -1.28)  0.002
H (4.77, -0.30, -2.13)  0.000
H (6.18, 1.69, -2.45)  0.000
H (5.14, 3.92, -2.72)  0.000
H (2.68, 4.15, -2.68)  0.000
H (1.26, 2.14, -2.37)  0.000
H (1.34, 0.67, -4.47)  0.000
H (-0.59, 0.52, -5.99)  0.000
H (-2.58, -0.79, -5.33)  0.000
H (-2.64, -1.95, -3.15)  0.000
H (-0.72, -1.76, -1.61)  0.000
C (-6.25, 1.26, 1.18)  0.000
C (-5.92, 0.94, 2.64)  0.000
C (-4.87, 1.87, 3.25)  0.000
C (-3.49, 1.76, 2.62)  0.000
N (-3.34, 2.58, 1.43)  0.000
C (-2.78, 2.20, 0.26)  0.000
S (-2.40, 0.60, -0.09)  0.000
N (-2.56, 3.20, -0.63)  0.000
C (-1.82, 3.09, -1.87)  0.000
C (-2.53, 3.80, -3.03)  0.000
C (-3.46, 2.88, -3.82)  0.000
C (-4.61, 2.32, -2.99)  0.000
H (-7.07, 0.64, 0.83)  0.000
H (-5.39, 1.08, 0.53)  0.000
H (-6.54, 2.31, 1.08)  0.000
H (-5.56, -0.09, 2.70)  0.000
H (-6.83, 1.00, 3.24)  0.000
H (-4.78, 1.64, 4.32)  0.000
H (-5.22, 2.91, 3.18)  0.000
H (-3.29, 0.73, 2.32)  0.000
H (-2.73, 2.07, 3.34)  0.000
H (-3.57, 3.56, 1.55)  0.000
H (-2.83, 4.13, -0.36)  0.000
H (-1.69, 2.04, -2.09)  0.000
H (-0.82, 3.53, -1.72)  0.000
H (-1.77, 4.20, -3.71)  0.000
H (-3.10, 4.65, -2.64)  0.000
H (-2.87, 2.05, -4.23)  0.000
H (-3.87, 3.44, -4.67)  0.000
H (-4.24, 1.66, -2.20)  0.000
H (-5.29, 1.75, -3.61)  0.000
H (-5.18, 3.13, -2.52)  0.000

## Properties
<S²> = 6.017
HOMO-LUMO gap (spin up / spin down) = 6.1059 / 7.2215 eV
Charge = +1
Multiplicity = 5
DFT total energy = -210986.55077 eV
LUMO (spin up / spin down) = -0.08033 / -0.08173 hartree